The following is a DFT calculation (ωB97M-V/def2-TZVPD) of a single C6H10 molecule.

XYZ file:
```
16
Properties=species:S:1:pos:R:3
C -1.03372 1.17734 1.00588
C -1.11500 0.21011 -0.15081
C -0.17359 0.35097 -1.30410
C 2.00494 -0.03925 -0.05420
C 1.14065 -1.06507 0.57295
C -0.07178 -0.85491 -0.35979
H -1.51133 2.12808 0.74363
H 0.01016 1.38839 1.26477
H -1.54044 0.77888 1.89215
H -2.12394 -0.10494 -0.41261
H -0.50951 0.15121 -2.31671
H 2.43433 -0.51346 -0.96189
H 0.56975 1.13767 -1.22016
H 0.88687 -0.85418 1.61726
H 1.46819 -2.10838 0.47751
H -0.43558 -1.78246 -0.79388
```

Results
max |F|: 0.007 Eh/bohr
energy above the lowest of the compared OMol25 structures with the same formula, charge and spin: 105.2 kcal/mol
gap between HOMO and LUMO: 8.72 eV

Atom charges from the Mulliken analysis, given in e for atoms 1 to 8: -1.51 0.32 -0.93 -0.52 -0.63 -0.13 0.37 0.37